The following is a DFT calculation (ωB97M-V with the def2-TZVPD basis set) of a 3-piece molecular cluster, C3H8N3 overall in a non-equilibrium geometry.

Each line ends with the Löwdin charge.
Geometry (Å):
1 C 6.55012 2.54308 0.41792  -0.096
2 C -6.40852 -1.06347 0.60411  0.237
3 C 4.51659 -0.65079 -0.49460  -0.166
4 N -6.96427 -0.49875 -0.43842  0.202
5 N 6.14064 2.90810 -0.61553  0.044
6 N 3.57764 -0.09174 0.15838  0.005
7 H 6.85620 2.10643 1.38435  0.065
8 H -7.92106 -0.59275 -0.67905  0.135
9 H -5.48736 -0.72610 0.91244  0.105
10 H -7.12202 -1.67948 1.08523  0.122
11 H 4.63431 -1.70518 -0.88902  0.074
12 H 5.25813 -0.06345 -1.01949  0.031
13 H -6.55290 0.29550 -1.01998  0.199
14 H 2.92249 -0.78140 0.59365  0.045

Cartesian forces, eV/Å:
C -0.9 0.2 -1.6
C -3.8 1.7 -3.3
C -0.6 -0.6 -1.4
N 2.6 1.6 0.5
N 1.2 -0.8 2.6
N 0.4 -1.1 0.5
H -0.3 0.6 -1.1
H -1.2 -0.9 -0.1
H 2.2 0.2 0.7
H 0.2 -1.1 1.0
H -0.6 0.5 1.3
H 0.2 0.8 0.3
H 0.0 -1.5 1.2
H 0.6 0.5 -0.7

Results
Energy relative to the best compared isomer or geometry (same formula, charge and spin) in kcal/mol: 106.0
Kohn-Sham gap in eV: 5.0
Electronic energy in a.u.: -282.99479
Charge: +1
Strongest force on any atom in eV/Å: 5.32